(A)
This record from the OMol25 dataset describes a single C4H8N4 molecule. The level of theory is ωB97M-V/def2-TZVPD.

Results
SMILES = [H]/N=c1\[nH]nc(CC)[nH]1
Molecular weight = 112.14 Da
Lowest unoccupied orbital energy = 0.8 eV

Positions of all 16 atoms, in Å:
H (3.264, -0.170, -0.042)
N (2.596, -1.020, -0.005)
C (1.540, -0.278, -0.042)
N (1.267, 1.022, 0.405)
N (0.013, 1.378, 0.016)
C (-0.528, 0.297, -0.383)
C (-2.105, 0.228, -0.559)
C (-2.526, -0.709, 0.672)
N (0.319, -0.744, -0.299)
H (1.817, 1.765, 0.718)
H (-2.378, 1.383, -0.570)
H (-2.589, -0.172, -1.527)
H (-2.092, -0.311, 1.628)
H (-2.115, -1.633, 0.262)
H (-3.623, -0.786, 0.836)
H (0.065, -1.759, -0.248)


(B)
This record from the OMol25 dataset describes a single C4H8N4 molecule. The level of theory is ωB97M-V/def2-TZVPD.

Results
SMILES = C1=C\NNCC/N=N/1
Molecular weight = 112.14 Da
Lowest unoccupied orbital energy = 1.0 eV

Positions of all 16 atoms, in Å:
C (-2.036, -0.894, 0.076)
C (-1.775, 0.372, -0.122)
N (-0.745, 1.241, -0.073)
N (0.463, 1.238, 0.636)
C (1.438, 0.460, -0.255)
C (1.469, -1.124, 0.000)
N (0.116, -1.327, -0.274)
N (-0.631, -1.454, 0.624)
H (-2.958, -1.515, -0.372)
H (-2.702, 0.918, -0.378)
H (-0.873, 2.347, -0.406)
H (0.407, 0.947, 1.730)
H (1.066, 0.755, -1.350)
H (2.537, 0.760, 0.030)
H (1.911, -1.317, 0.923)
H (2.314, -1.404, -0.790)


Which structure wins on stability? (A) wins.


(A)
This record from the OMol25 dataset describes a single C5H8OS molecule. The level of theory is ωB97M-V/def2-TZVPD.

Results
Molecular weight = 116.18 Da
Lowest unoccupied orbital energy (spin up / spin down) = 0.6 / 0.6 eV

Positions of all 15 atoms, in Å:
C (-2.120, 0.676, -0.393)
C (-1.972, 0.043, 0.974)
C (-0.379, -0.093, 1.150)
C (0.196, 0.426, -0.185)
C (0.633, -0.541, -1.229)
O (-3.002, 0.778, -1.160)
S (1.225, 1.905, -0.104)
H (-2.683, 0.421, 1.824)
H (-2.491, -0.885, 0.935)
H (-0.064, 0.528, 1.966)
H (-0.123, -1.114, 1.269)
H (0.595, -1.461, -0.824)
H (1.607, -0.239, -1.600)
H (0.058, -0.351, -2.189)
H (0.935, 2.022, 1.116)


(B)
This record from the OMol25 dataset describes a single C5H8OS molecule. The level of theory is ωB97M-V/def2-TZVPD.

Results
SMILES = C[C@]12CSC[C@@H]1O2
Molecular weight = 116.18 Da
Lowest unoccupied orbital energy = 0.8 eV

Positions of all 15 atoms, in Å:
C (-0.187, 0.908, 1.620)
C (-0.822, 0.419, 0.297)
C (-0.960, -1.101, 0.143)
S (0.980, -1.339, -0.079)
C (1.259, 0.397, -0.668)
C (-0.181, 0.670, -1.008)
O (-1.240, 1.552, -0.509)
H (-1.007, 0.884, 2.345)
H (-0.073, 2.002, 1.164)
H (0.665, 0.256, 2.081)
H (-1.604, -1.331, -0.653)
H (-1.357, -1.761, 0.967)
H (2.015, 0.286, -1.426)
H (1.526, 0.988, 0.314)
H (-0.572, -0.079, -1.755)


Which structure wins on stability? (A) wins.


(A)
This record from the OMol25 dataset describes a single C5H8OS molecule. The level of theory is ωB97M-V/def2-TZVPD.

Results
SMILES = C[C@@H]1C=CS[C@H]1O
Molecular weight = 116.18 Da
Lowest unoccupied orbital energy = 0.6 eV

Positions of all 15 atoms, in Å:
C (-0.719, -0.191, -1.556)
C (0.236, 0.010, -0.364)
C (0.809, -1.270, 0.268)
C (0.825, -1.295, 1.596)
S (0.049, 0.080, 2.304)
C (-0.498, 1.013, 0.536)
O (0.217, 2.169, 0.381)
H (-1.469, -1.036, -1.472)
H (-0.265, -0.498, -2.547)
H (-1.167, 0.731, -1.830)
H (1.204, 0.396, -0.785)
H (1.168, -1.910, -0.523)
H (1.210, -1.951, 2.273)
H (-1.516, 1.045, 0.569)
H (-0.084, 2.705, 1.150)


(B)
This record from the OMol25 dataset describes a single C5H8OS molecule. The level of theory is ωB97M-V/def2-TZVPD.

Results
SMILES = SC1([C@@H]2CO2)CC1
Molecular weight = 116.18 Da
Lowest unoccupied orbital energy = 0.9 eV

Positions of all 15 atoms, in Å:
S (1.566, 1.030, 0.379)
C (0.173, -0.279, 0.299)
C (-1.107, 0.308, -0.299)
C (-1.767, -0.490, -1.387)
O (-1.014, 0.772, -1.606)
C (0.448, -1.594, 0.527)
C (-0.038, -0.819, 1.748)
H (1.844, 1.157, -0.974)
H (-1.668, 0.915, 0.360)
H (-2.835, -0.355, -1.947)
H (-1.518, -1.413, -1.526)
H (1.418, -1.978, 0.827)
H (-0.203, -2.234, -0.023)
H (0.780, -0.759, 2.389)
H (-1.006, -0.747, 2.361)


(C)
This record from the OMol25 dataset describes a single C5H8OS molecule. The level of theory is ωB97M-V/def2-TZVPD.

Results
SMILES = O[C@]12CSC[C@@H]1C2
Molecular weight = 116.18 Da
Lowest unoccupied orbital energy = 0.8 eV

Positions of all 15 atoms, in Å:
O (-0.500, -1.091, 1.186)
C (-0.463, -0.520, -0.077)
C (0.784, -1.115, -0.722)
S (2.098, -0.164, 0.092)
C (1.004, 1.184, 0.710)
C (-0.192, 0.982, -0.226)
C (-1.624, 0.425, -0.269)
H (-0.935, -1.940, 1.136)
H (0.944, -2.149, -0.487)
H (0.821, -1.093, -1.838)
H (0.829, 1.010, 1.770)
H (1.538, 2.117, 0.553)
H (0.044, 1.369, -1.190)
H (-2.091, 0.465, -1.259)
H (-2.260, 0.519, 0.622)


Which structure wins on stability? (A) wins.


(A)
This record from the OMol25 dataset describes C21H57NO8 as an isolated structure. The level of theory is ωB97M-V/def2-TZVPD.

Results
Molecular weight = 451.69 Da
Lowest unoccupied orbital energy = 0.5 eV

Positions of all 87 atoms, in Å:
C (-2.016, 0.247, 3.453)
C (-1.378, -1.131, 3.345)
C (-1.814, -2.059, 2.256)
C (-1.363, -1.723, 0.836)
C (0.170, -1.674, 0.678)
C (0.791, -0.837, 1.883)
N (0.113, -1.122, 3.178)
O (0.775, -0.580, 4.187)
C (2.288, -1.219, 1.913)
C (0.688, 0.617, 1.554)
C (-1.652, -1.782, 4.769)
H (-2.001, 0.747, 2.485)
H (-1.404, 0.795, 4.169)
H (-3.022, 0.250, 3.873)
H (-1.696, -3.095, 2.574)
H (-2.895, -1.994, 2.139)
H (-1.540, -0.748, 0.382)
H (-1.856, -2.406, 0.145)
H (0.370, -1.237, -0.300)
H (0.511, -2.708, 0.642)
H (2.392, -2.177, 2.422)
H (2.783, -1.326, 0.948)
H (2.975, -0.547, 2.428)
H (1.654, 0.945, 1.170)
H (-0.111, 0.996, 0.917)
H (0.506, 1.193, 2.461)
H (-1.139, -1.223, 5.552)
H (-1.408, -2.844, 4.786)
H (-2.724, -1.840, 4.957)
H (1.056, 0.305, 3.944)
O (-0.180, 0.160, -0.926)
H (0.128, 0.966, -0.512)
H (0.620, -0.307, -1.168)
O (-1.707, -1.405, -0.927)
H (-1.120, -0.695, -1.188)
H (-2.537, -1.200, -1.357)
O (1.196, -2.314, -1.138)
H (0.308, -2.015, -1.331)
H (1.088, -2.942, -0.423)
C (3.642, 1.096, 0.068)
C (2.277, 0.996, -0.557)
C (2.352, 0.879, -2.106)
O (1.480, -0.144, -0.273)
H (4.095, 0.116, 0.213)
H (3.655, 1.652, 1.006)
H (4.158, 1.873, -0.495)
H (1.792, 1.937, -0.295)
H (1.969, 1.775, -2.596)
H (1.956, 0.002, -2.620)
H (3.388, 0.698, -2.392)
H (2.002, -0.855, 0.107)
C (-0.886, -3.839, -3.358)
C (-1.053, -2.340, -3.112)
C (0.341, -1.598, -3.162)
O (-1.963, -1.786, -4.047)
H (-0.512, -4.158, -4.331)
H (-1.853, -4.332, -3.261)
H (-0.310, -4.279, -2.544)
H (-1.394, -2.278, -2.078)
H (0.394, -1.095, -2.196)
H (0.312, -0.881, -3.982)
H (1.186, -2.287, -3.153)
H (-2.841, -2.174, -4.038)
C (-1.127, 2.680, 1.918)
C (0.238, 3.241, 1.379)
C (1.459, 2.966, 2.321)
O (0.560, 2.623, 0.179)
H (-1.927, 2.750, 1.181)
H (-1.355, 3.344, 2.752)
H (-1.144, 1.691, 2.377)
H (0.048, 4.292, 1.158)
H (2.457, 3.087, 1.900)
H (1.558, 1.912, 2.582)
H (1.324, 3.698, 3.117)
H (1.156, 1.923, 0.456)
C (-0.175, 3.021, -3.232)
C (-1.058, 1.788, -3.382)
C (-2.061, 1.603, -2.245)
O (-1.806, 1.817, -4.565)
H (0.414, 2.910, -2.322)
H (-0.703, 3.932, -2.949)
H (0.414, 3.132, -4.142)
H (-0.370, 0.943, -3.384)
H (-1.688, 1.410, -1.240)
H (-2.767, 0.782, -2.369)
H (-2.686, 2.494, -2.179)
H (-1.798, 0.912, -4.887)


(B)
This record from the OMol25 dataset describes C21H57NO8 as an isolated structure. The level of theory is ωB97M-V/def2-TZVPD.

Results
Molecular weight = 451.69 Da
Lowest unoccupied orbital energy = -0.5 eV

Positions of all 87 atoms, in Å:
C (3.371, 2.863, 0.744)
C (2.377, 4.046, 0.684)
O (2.713, 5.251, 0.976)
N (0.966, 3.551, 0.370)
H (0.377, 3.828, -0.471)
H (0.909, 2.558, 0.259)
C (-0.020, 4.247, 1.135)
H (3.093, 2.075, 1.223)
H (4.290, 3.355, 1.069)
H (3.569, 2.663, -0.280)
H (-1.135, 4.202, 1.081)
H (0.337, 5.178, 1.090)
H (0.088, 4.005, 2.103)
O (0.437, 1.079, -0.223)
H (0.400, 0.343, -0.761)
C (-3.585, 3.091, 1.034)
C (-2.871, 1.793, 0.733)
C (-3.609, 0.767, -0.204)
O (-1.734, 2.135, 0.030)
H (-3.226, 3.344, 2.131)
H (-4.615, 3.050, 1.375)
H (-3.336, 3.917, 0.275)
H (-2.499, 1.372, 1.788)
H (-2.886, 0.254, -0.714)
H (-4.263, 1.571, -0.898)
H (-4.447, 0.250, 0.617)
H (-1.013, 1.676, 0.219)
C (-1.155, -2.223, -2.486)
C (-0.877, -3.214, -3.654)
C (-0.388, -2.682, -5.026)
O (-0.026, -4.212, -3.031)
H (-1.656, -2.799, -1.704)
H (-1.728, -1.208, -2.659)
H (-0.177, -1.872, -2.144)
H (-1.710, -3.853, -3.854)
H (-0.686, -3.456, -5.796)
H (0.615, -2.642, -4.994)
H (-0.918, -1.662, -5.135)
H (0.896, -3.988, -3.091)
C (-3.249, -3.899, 1.448)
C (-2.252, -2.763, 1.745)
C (-1.422, -2.570, 0.469)
O (-3.102, -1.715, 2.097)
H (-3.492, -4.391, 2.419)
H (-2.816, -4.576, 0.889)
H (-3.939, -3.611, 0.763)
H (-1.531, -3.142, 2.703)
H (-2.009, -2.565, -0.368)
H (-0.516, -3.286, 0.351)
H (-0.837, -1.630, 0.538)
H (-2.397, -0.966, 2.124)
C (2.374, -2.454, -0.890)
C (2.190, -1.709, 0.367)
C (2.805, -2.239, 1.682)
O (2.561, -0.412, 0.079)
H (3.552, -2.333, -1.022)
H (1.704, -2.166, -1.674)
H (2.071, -3.586, -0.755)
H (1.098, -1.541, 0.433)
H (3.968, -2.128, 1.780)
H (2.322, -3.321, 1.991)
H (2.496, -1.336, 2.429)
H (1.770, 0.363, 0.096)
C (0.804, 1.657, 3.496)
C (0.127, 0.417, 2.847)
C (-0.515, -0.418, 4.097)
O (-0.907, 0.783, 1.995)
H (0.333, 2.452, 3.946)
H (1.379, 2.255, 2.748)
H (1.531, 1.442, 4.431)
H (0.855, -0.329, 2.455)
H (-1.211, 0.254, 4.641)
H (0.211, -0.860, 4.916)
H (-0.942, -1.399, 3.794)
H (-0.616, 0.876, 0.995)
C (0.498, 0.995, -2.925)
C (1.935, 0.737, -2.256)
C (3.154, 1.126, -3.204)
O (1.967, 1.733, -1.166)
H (0.584, 1.912, -3.492)
H (-0.381, 0.834, -2.438)
H (0.180, 0.328, -3.840)
H (1.925, -0.271, -1.921)
H (3.188, 0.452, -3.964)
H (4.217, 1.019, -2.789)
H (2.924, 2.127, -3.435)
H (1.507, 1.229, -0.416)


Which structure wins on stability? (B) wins.


(A)
This record from the OMol25 dataset describes a single C5H10OS molecule. The level of theory is ωB97M-V/def2-TZVPD.

Results
SMILES = CO/C=C(\C)SC
Molecular weight = 118.20 Da
Lowest unoccupied orbital energy = 0.8 eV

Positions of all 17 atoms, in Å:
C (-1.734, 1.670, 1.453)
O (-0.217, 1.651, 1.632)
C (0.666, 1.111, 0.825)
C (0.526, 0.434, -0.479)
C (-0.820, -0.339, -0.922)
S (1.998, -0.206, -1.159)
C (1.781, -1.869, -0.840)
H (-2.232, 0.592, 1.379)
H (-1.816, 2.221, 0.473)
H (-2.057, 2.199, 2.231)
H (1.783, 1.064, 1.277)
H (-1.241, 0.510, -1.555)
H (-1.114, -0.777, 0.117)
H (-0.948, -1.182, -1.739)
H (1.978, -2.283, 0.212)
H (0.883, -2.294, -1.465)
H (2.564, -2.502, -1.440)


(B)
This record from the OMol25 dataset describes a single C5H10OS molecule. The level of theory is ωB97M-V/def2-TZVPD.

Results
SMILES = CSCCCC=O
Molecular weight = 118.20 Da
Lowest unoccupied orbital energy = 0.8 eV

Positions of all 17 atoms, in Å:
C (1.056, -1.961, -1.109)
S (0.637, -1.910, 0.794)
C (0.642, -0.061, 1.337)
C (0.902, 1.069, 0.269)
C (-0.315, 1.314, -0.708)
C (-1.548, 1.892, -0.210)
O (-2.434, 1.978, -0.975)
H (0.696, -1.071, -1.605)
H (2.046, -2.105, -1.366)
H (0.241, -2.626, -1.524)
H (1.379, -0.230, 2.201)
H (-0.388, 0.134, 1.469)
H (1.656, 0.785, -0.528)
H (1.119, 1.838, 0.973)
H (0.110, 1.816, -1.600)
H (-0.445, 0.353, -1.188)
H (-1.565, 2.315, 0.784)


Which structure wins on stability? (B) wins.


(A)
This record from the OMol25 dataset describes a single C5H8FN molecule. The level of theory is ωB97M-V/def2-TZVPD.

Results
SMILES = FC12CCN(C1)C2
Molecular weight = 101.12 Da
Lowest unoccupied orbital energy = 1.0 eV

Positions of all 15 atoms, in Å:
F (2.070, 0.225, 0.008)
C (0.695, 0.045, -0.052)
C (-0.123, 1.338, -0.080)
C (-1.514, 0.651, 0.018)
N (-1.185, -0.791, 0.063)
C (-0.094, -0.902, -1.000)
C (-0.023, -0.771, 1.054)
H (0.128, 1.942, 0.757)
H (0.012, 1.906, -1.059)
H (-2.023, 0.985, 0.923)
H (-2.167, 0.799, -0.823)
H (0.411, -1.890, -1.070)
H (-0.424, -0.490, -1.986)
H (0.371, -1.782, 1.161)
H (-0.289, -0.126, 1.937)


(B)
This record from the OMol25 dataset describes a single C5H8FN molecule. The level of theory is ωB97M-V/def2-TZVPD.

Results
SMILES = FC1C[C@H]2N[C@@H]2C1
Molecular weight = 101.12 Da
Lowest unoccupied orbital energy = 0.9 eV

Positions of all 15 atoms, in Å:
F (1.908, -0.122, -1.163)
C (1.300, 0.078, 0.208)
C (0.266, 1.345, -0.063)
C (-1.038, 0.497, 0.022)
N (-2.082, -0.066, -0.775)
C (-0.752, -0.815, -0.559)
C (0.457, -1.196, 0.452)
H (2.172, 0.269, 0.998)
H (0.419, 2.195, 0.655)
H (0.540, 1.786, -1.007)
H (-1.092, 0.359, 1.196)
H (-2.964, -0.346, -0.151)
H (-0.588, -0.887, -1.587)
H (1.226, -1.975, 0.146)
H (0.228, -1.123, 1.628)


Which structure wins on stability? (A) wins.